Record 1
DFT (ωB97M-V with the def2-TZVPD basis set) results for C6H8N2 in the gas phase at a distorted geometry.

Values from the calculation:
Energy relative to the best compared isomer or geometry (same formula, charge and spin), kJ/mol: 740.1
Lowest unoccupied orbital energy, eV: 0.3
E, hartree: -342.6521
Strongest force on any atom, Eh/bohr: 0.11272

Geometry as ORCA input:
```
! RIJCOSX wB97M-V def2-TZVPD def2/J DEFGRID3
* xyz 0 1
C -0.645 2.204 0.216
C -0.789 1.077 -0.156
C -1.088 -0.389 -0.138
C -2.472 -0.783 0.119
N -0.102 -1.243 -0.191
N 1.263 -1.014 -0.238
C 1.783 0.451 -0.567
C 2.004 -0.203 0.758
H -0.277 3.363 -0.009
H -2.698 -1.788 0.306
H -3.177 -0.328 -0.596
H -2.951 -0.258 0.955
H 1.042 1.286 -0.771
H 2.740 0.126 -1.047
H 3.155 -0.675 0.930
H 1.284 -0.066 1.850
*
```


Record 2
DFT (ωB97M-V with the def2-TZVPD basis set) results for C6H8N2 as an isolated structure at a distorted geometry.

Values from the calculation:
Energy relative to the best compared isomer or geometry (same formula, charge and spin), kJ/mol: 450.7
Lowest unoccupied orbital energy (spin up / spin down), eV: -0.2 / -0.2
E, hartree: -342.7623
Strongest force on any atom, Eh/bohr: 0.08287

Geometry as ORCA input:
```
! RIJCOSX wB97M-V def2-TZVPD def2/J DEFGRID3
* xyz 0 1
C 0.620 0.987 -0.038
C -1.806 0.512 -1.066
C 0.312 1.722 1.054
N -0.785 1.074 -1.244
H 1.442 1.324 -0.658
H -2.832 0.379 -1.346
H -1.279 -0.896 0.029
H 0.831 2.644 1.259
H -0.561 1.515 1.654
C 0.850 -0.709 0.143
C -0.404 -1.379 0.601
C 1.320 -1.205 -1.126
N 1.684 -1.575 -2.151
H 1.655 -0.749 0.876
H -0.449 -2.439 0.358
H -0.598 -1.204 1.655
*
```


Record 3
DFT (ωB97M-V with the def2-TZVPD basis set) results for C6H8N2 in the gas phase at a distorted geometry.

Values from the calculation:
Energy relative to the best compared isomer or geometry (same formula, charge and spin), kJ/mol: 397.3
Lowest unoccupied orbital energy, eV: 0.8
E, hartree: -342.7826
Strongest force on any atom, Eh/bohr: 0.10379

Geometry as ORCA input:
```
! RIJCOSX wB97M-V def2-TZVPD def2/J DEFGRID3
* xyz 0 1
C 2.340 -0.192 0.094
C 1.717 1.083 0.108
C 0.282 0.674 -0.451
C 0.198 -0.692 -0.476
N 1.384 -1.243 -0.107
N -1.070 -1.237 -0.247
C -1.876 -0.103 0.254
C -1.106 1.246 -0.178
H 3.492 -0.069 -0.045
H 2.345 2.124 -0.007
H 1.606 -2.367 0.250
H -1.352 -2.071 0.308
H -2.767 -0.383 -0.222
H -2.259 -0.157 1.252
H -1.186 1.906 0.616
H -1.747 1.482 -1.148
*
```


Record 4
DFT (ωB97M-V with the def2-TZVPD basis set) results for C6H8N2 as an isolated structure at a distorted geometry.

Values from the calculation:
Energy relative to the best compared isomer or geometry (same formula, charge and spin), kJ/mol: 1714.4
Lowest unoccupied orbital energy, eV: -1.1
E, hartree: -342.2810
Strongest force on any atom, Eh/bohr: 0.08595

Geometry as ORCA input:
```
! RIJCOSX wB97M-V def2-TZVPD def2/J DEFGRID3
* xyz 0 1
C -1.106 -0.997 0.666
C 0.015 -0.007 1.769
C 1.114 1.189 -0.579
C 0.074 -0.074 -1.630
C -0.197 0.610 -0.473
C 0.193 -0.574 0.549
H -1.099 -2.063 -1.343
H -1.199 -1.985 1.239
H 0.245 -0.525 2.678
H 0.878 2.034 1.162
H 1.289 2.101 -1.184
H -0.196 0.152 -2.741
H -1.004 1.375 -0.428
H 0.953 -1.244 0.399
N -1.347 -1.165 -1.056
N 1.387 1.172 0.973
*
```